# C15H19N3O3S

A molecular structure, C15H19N3O3S (ωB97M-V with the def2-TZVPD basis set, the OMol25 dataset).

Values from the calculation:
- HOMO level: -7.467 eV
- Net charge: 0
- Frontier orbital gap: 7.396 eV
- Total energy: -1370.5769 Eh
- Lowest unoccupied orbital energy: -0.072 eV

XYZ file:
```
41
C15H19N3O3S ωB97M-V with the def2-TZVPD basis set
C -3.099 -2.967 0.291
H -3.515 -3.224 -0.721
H -3.555 -3.293 1.011
H -2.114 -3.470 0.161
C -2.995 -1.633 0.205
C -4.446 -0.865 0.460
C -4.339 0.615 0.675
C -5.632 1.450 0.378
H -6.195 1.237 -0.519
H -5.454 2.461 0.575
H -6.275 1.282 1.353
C -3.494 1.341 -0.758
N -2.086 0.385 -0.782
C -0.975 1.340 -0.317
O -0.996 2.435 -0.268
C 0.239 0.443 -0.177
H 0.595 -0.169 -1.194
H 0.298 -0.313 0.582
S 1.681 1.850 -0.025
C 2.896 0.725 0.055
N 2.866 -0.607 -0.389
N 4.075 -0.914 -0.140
C 4.927 0.144 -0.003
C 6.294 0.161 0.211
C 7.157 1.373 0.036
C 8.566 0.740 0.252
C 8.397 -0.806 0.012
O 7.146 -0.833 -0.155
H 9.053 -1.421 0.027
H 9.412 1.244 0.484
H 6.841 2.319 0.392
O 4.146 1.131 -0.024
C -2.185 -0.826 -0.790
H -1.252 -1.451 -0.882
H -2.774 -1.145 -1.746
H -3.156 2.517 -0.526
H -3.872 1.057 -1.778
H -3.733 1.008 1.708
H -4.974 -1.109 1.280
H -5.066 -0.901 -0.402
H -2.404 -1.311 1.447
```